[1]
C4H2O4P2 as an isolated structure at a distorted geometry. Source: the OMol25 dataset; level of theory: ωB97M-V/def2-TZVPD.

## Properties
LUMO level ... 6.9 eV
Spin multiplicity ... 1
DFT total energy ... -30944.512 eV
Relative energy (zero: lowest compared OMol25 entry of this formula, charge and spin) ... 0.212 eV
HOMO energy ... 0.5870 eV
Net charge ... -2

Atoms and positions in Å:
C -2.393 0.737 -0.532
C -1.176 1.232 0.040
C -2.804 -0.545 0.075
C -0.511 0.293 1.119
O -3.113 1.614 -1.106
O -0.734 2.380 -0.092
O -3.871 -0.901 0.521
O -0.713 0.313 2.314
P -0.821 -0.451 -1.657
P -1.382 -1.584 0.133
H 0.598 -0.125 -1.149
H 0.565 0.251 0.753

=====

[2]
A 7-piece molecular cluster, C4H22N2O7 overall. Source: the OMol25 dataset; level of theory: ωB97M-V/def2-TZVPD.

## Properties
LUMO level ... 0.3 eV
SMILES ... CNCC(=O)NC.O.O.O.O.O.O
Spin multiplicity ... 1
DFT total energy ... -21818.854 eV
Relative energy (zero: lowest compared OMol25 entry of this formula, charge and spin) ... 1.383 eV
HOMO energy ... -9.1090 eV

Atoms and positions in Å:
C 1.450 -1.898 -1.390
N 0.009 -1.767 -1.282
C -0.448 -0.400 -1.327
C -0.056 0.476 -0.146
O 0.161 -0.005 0.990
N 0.010 1.795 -0.305
C -0.225 2.503 -1.563
H 1.713 -2.955 -1.440
H 2.037 -1.457 -0.574
H 1.802 -1.438 -2.318
H -0.351 -2.221 -0.447
H -0.116 0.065 -2.253
H -1.540 -0.388 -1.329
H 0.264 2.353 0.507
H -0.413 3.550 -1.346
H 0.642 2.435 -2.218
H -1.096 2.096 -2.070
O -2.452 0.389 -3.556
H -2.129 -0.509 -3.693
H -3.387 0.355 -3.794
O -3.120 -0.260 1.493
H -3.728 -0.015 2.201
H -2.351 0.309 1.619
O -1.224 -2.411 1.564
H -2.125 -2.053 1.575
H -0.700 -1.593 1.559
O 3.199 1.031 2.042
H 3.025 0.113 2.323
H 2.821 1.061 1.152
O 0.729 2.311 2.532
H 1.676 2.152 2.703
H 0.432 1.402 2.357
O 2.202 -1.603 2.062
H 1.870 -2.149 2.784
H 1.419 -1.275 1.585

=====

[3]
C12H26AuO3S3 as an isolated structure at a distorted geometry. Source: the OMol25 dataset; level of theory: ωB97M-V/def2-TZVPD.

## Properties
LUMO level (alpha / beta) ... -9.7 / -14.1 eV
Spin multiplicity ... 3
DFT total energy ... -55174.277 eV
Relative energy (zero: lowest compared OMol25 entry of this formula, charge and spin) ... 0.403 eV
HOMO energy (alpha / beta) ... -18.9940 / -19.2252 eV
Net charge ... +3

Atoms and positions in Å:
Au 0.307 0.005 -0.190
C -0.216 2.726 -2.038
O 0.685 2.197 -1.051
C 2.077 2.356 -1.372
C 2.542 1.300 -2.353
O 2.192 0.045 -1.782
C 2.358 -1.081 -2.638
C 1.603 -2.221 -1.986
O 0.264 -1.829 -1.640
C -0.665 -1.846 -2.741
H 0.008 3.780 -2.214
H -1.225 2.640 -1.641
H -0.151 2.195 -2.989
H 2.620 2.254 -0.432
H 2.255 3.350 -1.784
H 3.621 1.373 -2.501
H 2.055 1.422 -3.327
H 3.415 -1.340 -2.737
H 1.968 -0.859 -3.636
H 2.086 -2.505 -1.050
H 1.579 -3.084 -2.653
H -0.711 -2.851 -3.162
H -0.380 -1.149 -3.531
H -1.642 -1.576 -2.349
C -3.025 -1.377 1.998
C -1.854 -2.344 2.222
S -0.231 -2.008 1.425
C 0.789 -1.356 2.790
C 0.348 -0.003 3.298
S 0.320 1.290 2.001
C -1.239 2.147 2.401
C -2.542 1.442 2.010
S -3.027 0.069 3.091
H -3.943 -1.911 2.267
H -3.113 -1.044 0.965
H -2.144 -3.301 1.786
H -1.654 -2.511 3.281
H 1.809 -1.335 2.403
H 0.759 -2.092 3.596
H 1.030 0.354 4.073
H -0.650 -0.051 3.741
H -1.190 3.098 1.869
H -1.193 2.365 3.471
H -2.540 1.093 0.980
H -3.354 2.173 2.130

=====

[4]
C16H35N6O4SV as an isolated structure at a distorted geometry. Source: the OMol25 dataset; level of theory: ωB97M-V/def2-TZVPD.

## Properties
LUMO level (alpha / beta) ... -9.1 / -9.0 eV
Spin multiplicity ... 2
DFT total energy ... -70789.816 eV
Relative energy (zero: lowest compared OMol25 entry of this formula, charge and spin) ... 0.200 eV
HOMO energy (alpha / beta) ... -18.0158 / -18.2172 eV
Net charge ... +3

Atoms and positions in Å:
V -0.100 0.445 -0.308
C -5.204 1.956 -0.698
N -3.863 1.906 -1.296
C -3.798 2.340 -2.699
C -2.799 1.522 -0.652
O -1.639 1.521 -1.171
C -2.889 1.070 0.802
O -1.555 0.782 1.270
C -1.060 1.609 2.337
C 0.315 2.120 1.952
O 0.771 1.776 0.806
N 0.985 2.870 2.772
C 0.459 3.263 4.091
C 2.342 3.343 2.455
H -5.510 2.995 -0.581
H -5.238 1.456 0.265
H -5.901 1.457 -1.368
H -4.250 3.327 -2.779
H -4.363 1.639 -3.312
H -2.767 2.379 -3.028
H -3.476 0.155 0.889
H -3.346 1.837 1.425
H -1.001 1.009 3.247
H -1.740 2.441 2.515
H -0.609 3.459 4.051
H 0.957 4.181 4.390
H 0.673 2.490 4.829
H 2.715 2.841 1.571
H 2.986 3.129 3.306
H 2.313 4.419 2.290
C 0.410 1.741 -4.397
C 0.565 0.242 -4.173
C 1.907 -0.255 -4.701
C -0.593 -0.515 -4.809
N 0.462 -0.073 -2.696
N 1.192 0.824 -1.837
H 0.292 1.924 -5.464
H 1.290 2.316 -4.095
H -0.479 2.132 -3.898
H 2.017 -0.002 -5.755
H 1.987 -1.341 -4.615
H 2.747 0.205 -4.173
H -0.548 -0.423 -5.893
H -1.550 -0.121 -4.465
H -0.547 -1.580 -4.570
H 0.868 -0.994 -2.548
H 1.085 1.773 -2.193
H 2.193 0.643 -1.756
S 4.104 -1.550 -1.112
C 2.987 -2.482 -0.629
N 2.087 -3.258 -0.345
C -0.282 -4.503 -0.980
N 0.075 -4.099 0.387
C -0.415 -4.994 1.455
C 1.130 -3.379 0.583
O 0.345 -1.014 0.050
H -1.356 -4.668 -1.014
H 0.233 -5.426 -1.247
H -0.013 -3.716 -1.676
H -0.027 -5.988 1.237
H -1.501 -5.012 1.462
H -0.045 -4.662 2.422
H 1.364 -3.117 1.612

=====

[5]
A 8-piece molecular cluster, C27H70O24S7 overall at a distorted geometry. Source: the OMol25 dataset; level of theory: ωB97M-V/def2-TZVPD.

## Properties
LUMO level ... 0.1 eV
SMILES ... CCOS(C)(=O)=O.CCOS(C)(=O)=O.CCOS(C)(=O)=O.CCOS(C)(=O)=O.CCOS(C)(=O)=O.CCOS(C)(=O)=O.CCOS(C)(=O)=O.COCCOCCOC
Spin multiplicity ... 1
DFT total energy ... -154108.509 eV
Relative energy (zero: lowest compared OMol25 entry of this formula, charge and spin) ... 8.071 eV
HOMO energy ... -9.3468 eV

Atoms and positions in Å:
C -13.778 -18.417 21.453
C -12.347 -18.682 21.682
O -12.200 -20.025 22.021
S -10.718 -20.833 21.506
C -9.675 -20.630 23.092
O -11.040 -22.227 21.357
O -10.123 -20.129 20.369
H -14.063 -17.365 21.420
H -14.374 -18.746 22.305
H -14.101 -18.811 20.490
H -11.732 -18.220 20.910
H -11.961 -18.119 22.532
H -8.634 -20.899 22.915
H -10.122 -21.269 23.854
H -9.847 -19.585 23.350
C -15.862 -15.340 25.029
C -15.192 -14.326 24.011
O -13.784 -14.440 23.829
S -13.304 -14.125 22.264
C -13.107 -12.271 22.482
O -11.996 -14.746 22.135
O -14.444 -14.431 21.349
H -15.302 -15.450 25.957
H -15.976 -16.377 24.714
H -16.801 -14.914 25.382
H -15.876 -14.583 23.202
H -15.551 -13.306 24.155
H -13.053 -11.854 21.476
H -12.315 -12.124 23.216
H -13.956 -11.742 22.917
C -12.976 -18.062 24.760
C -11.704 -18.120 25.575
O -11.834 -19.061 26.658
S -10.478 -19.200 27.688
C -10.442 -21.078 27.911
O -9.266 -18.868 26.906
O -10.738 -18.517 28.984
H -13.797 -17.938 25.466
H -13.081 -19.112 24.489
H -13.204 -17.356 23.961
H -10.867 -18.297 24.900
H -11.569 -17.126 26.002
H -9.380 -21.325 27.906
H -11.002 -21.524 27.089
H -10.973 -21.322 28.831
C -8.515 -17.341 14.841
C -7.816 -18.421 15.632
O -8.200 -18.331 16.968
S -7.509 -17.170 17.939
C -8.360 -17.665 19.502
O -6.114 -17.456 18.078
O -8.058 -15.888 17.471
H -8.471 -17.488 13.762
H -8.092 -16.344 14.970
H -9.592 -17.270 14.994
H -8.218 -19.327 15.178
H -6.726 -18.412 15.614
H -9.416 -17.771 19.253
H -8.176 -16.992 20.339
H -8.148 -18.686 19.819
C -0.019 -10.014 23.075
C -0.772 -11.011 24.013
O -2.102 -10.556 24.091
S -3.369 -11.574 24.041
C -3.110 -12.267 22.358
O -3.331 -12.640 25.011
O -4.522 -10.666 24.003
H 0.890 -10.419 22.628
H 0.102 -9.065 23.597
H -0.636 -9.588 22.284
H -0.567 -12.028 23.678
H -0.407 -10.926 25.037
H -3.691 -11.774 21.578
H -3.639 -13.221 22.360
H -2.025 -12.280 22.261
C -5.441 -23.528 21.137
C -6.720 -22.665 21.454
O -6.517 -21.610 22.376
S -5.868 -21.862 23.854
C -7.191 -23.150 24.446
O -4.554 -22.542 23.783
O -6.004 -20.716 24.792
H -5.379 -24.420 21.760
H -4.516 -22.954 21.072
H -5.577 -23.703 20.069
H -6.982 -22.006 20.626
H -7.681 -23.162 21.587
H -8.159 -22.930 23.997
H -7.288 -23.165 25.532
H -6.900 -24.192 24.313
C -2.667 -12.425 17.460
C -2.835 -11.069 16.813
O -1.838 -10.105 17.238
S -2.329 -8.502 17.351
C -2.525 -7.936 15.562
O -3.607 -8.416 18.069
O -1.243 -7.780 17.892
H -3.584 -13.009 17.533
H -2.329 -12.226 18.477
H -1.815 -12.907 16.980
H -2.617 -11.254 15.761
H -3.897 -10.834 16.879
H -3.077 -8.705 15.022
H -1.558 -7.793 15.078
H -2.940 -6.931 15.640
C -5.925 -12.344 19.744
O -5.043 -13.434 19.983
C -5.648 -14.789 20.034
C -6.184 -15.119 21.402
O -7.348 -14.324 21.722
C -8.173 -14.599 22.917
C -8.997 -15.912 22.924
O -8.294 -17.187 22.722
C -7.452 -17.470 23.825
H -5.491 -11.345 19.765
H -6.912 -12.343 20.207
H -6.170 -12.595 18.711
H -4.985 -15.650 19.943
H -6.255 -15.125 19.193
H -5.449 -14.919 22.180
H -6.397 -16.187 21.352
H -8.852 -13.746 22.931
H -7.459 -14.484 23.732
H -9.753 -15.874 22.141
H -9.515 -15.929 23.883
H -6.700 -16.747 24.145
H -6.956 -18.358 23.435
H -7.920 -17.790 24.756

=====

Which formula does entry 1 have?
C4H2O4P2